# 1
ORCA calculation (ωB97M-V with the def2-TZVPD basis set) on one molecule with the formula C5H8O.

Results
Gap between HOMO and LUMO: 0.356 hartree
HOMO: -8.7 eV
Energy relative to the best compared isomer or geometry (same formula, charge and spin): 165.34 kJ/mol
SMILES: O/C=C\C1CC1

XYZ file:
```
14
Properties=species:S:1:pos:R:3:forces:R:3:mulliken_charge:R:1
O -0.9337 0.3254 2.1741 0.08 -0.26 -0.05 -0.534
C -0.1839 1.2315 1.4936 0.20 0.19 -0.12 -0.129
C 0.6222 0.9710 0.4665 -0.18 0.06 0.08 -0.471
C -0.0407 -0.2542 -1.6067 0.00 0.06 -0.26 -0.613
C -0.3934 -1.2779 -0.5725 -0.10 -0.11 0.09 -0.674
C 0.7302 -0.2937 -0.3139 0.17 0.06 0.02 -0.053
H -0.3246 2.2392 1.8755 0.10 -0.18 0.01 0.354
H 1.1756 1.8034 0.0385 -0.11 -0.02 0.16 0.316
H -0.7186 0.5922 -1.6794 0.14 -0.15 -0.11 0.278
H 0.4392 -0.5437 -2.5340 -0.09 -0.12 0.09 0.275
H -1.3560 -1.2013 -0.0733 0.17 0.11 -0.07 0.359
H -0.0839 -2.2988 -0.7838 -0.06 0.18 0.15 0.231
H -0.6540 -0.5503 1.8714 -0.17 0.05 0.08 0.340
H 1.7218 -0.7427 -0.3559 -0.14 0.14 -0.07 0.322
```
Positions in Å, forces in eV/Å.



# 2
ORCA calculation (ωB97M-V with the def2-TZVPD basis set) on one molecule with the formula C5H8O.

Results
Gap between HOMO and LUMO (alpha / beta): 0.286 / 0.286 hartree
HOMO (alpha / beta): -8.0 / -8.0 eV
Energy relative to the best compared isomer or geometry (same formula, charge and spin): 581.26 kJ/mol

XYZ file:
```
14
Properties=species:S:1:pos:R:3:forces:R:3:mulliken_charge:R:1
C -1.9406 0.4547 0.1090 -0.15 0.27 -0.03 -0.651
O -1.2837 -0.7332 0.4735 0.06 -0.05 0.03 -0.336
C -0.5239 -1.2933 -0.5917 0.09 -0.13 -0.15 -0.250
C 0.8445 -0.7931 -0.8150 0.06 0.34 0.30 -0.445
C 1.5065 0.1255 -0.1772 0.01 -0.35 -0.21 0.433
C 2.5228 0.6860 0.5701 0.03 0.00 0.03 -0.803
H -2.6186 0.2970 -0.7455 0.11 0.00 0.14 0.302
H -2.5298 0.7775 0.9714 0.09 -0.03 -0.14 0.221
H -1.2375 1.2600 -0.1588 -0.12 -0.15 0.02 0.256
H -0.4187 -2.3619 -0.3602 0.01 0.12 -0.05 0.305
H -1.0988 -1.2397 -1.5308 0.09 0.01 0.15 0.344
H 3.1271 0.0988 1.2620 -0.12 0.06 -0.11 0.238
H 2.6864 1.7598 0.5535 -0.05 -0.16 -0.01 0.272
H 0.9642 0.9616 0.4397 -0.12 0.06 0.02 0.116
```
Positions in Å, forces in eV/Å.



# 3
ORCA calculation (ωB97M-V with the def2-TZVPD basis set) on one molecule with the formula C5H8O at a distorted geometry.

Results
Gap between HOMO and LUMO: 0.357 hartree
HOMO: -9.3 eV
Energy relative to the best compared isomer or geometry (same formula, charge and spin): 323.25 kJ/mol
SMILES: C=C=C[C@@H](C)O

XYZ file:
```
14
Properties=species:S:1:pos:R:3:forces:R:3:mulliken_charge:R:1
C 0.8228 -0.7654 -1.2054 0.04 -0.02 0.08 -1.266
C 0.7213 0.5860 -0.4883 0.46 0.01 -0.03 0.505
O -0.3177 1.2850 -1.1412 0.00 0.25 0.06 -0.552
C 0.4724 0.4580 0.9977 0.28 0.60 0.08 -0.162
C -0.7679 0.5437 1.4126 0.35 -1.15 -0.26 -0.351
C -1.7091 -0.3644 1.4159 -0.33 -0.41 -0.21 -0.668
H -0.1483 -1.2737 -1.2201 0.16 0.16 0.13 0.340
H 1.1112 -0.5770 -2.2452 -0.04 -0.05 0.19 0.334
H 1.5679 -1.4235 -0.7490 -0.04 0.11 -0.03 0.352
H 1.6756 1.1129 -0.5935 0.06 0.08 -0.27 0.219
H -0.6905 1.9177 -0.5117 0.04 -0.06 -0.18 0.344
H -1.2149 -1.3027 1.1833 -0.96 -0.44 0.00 0.211
H 1.2537 0.1459 1.6829 0.35 0.52 -0.11 0.389
H -2.7764 -0.3426 1.4621 -0.37 0.41 0.54 0.303
```
Positions in Å, forces in eV/Å.



# 4
ORCA calculation (ωB97M-V with the def2-TZVPD basis set) on one molecule with the formula C5H8O.

Results
Gap between HOMO and LUMO: 0.381 hartree
HOMO: -9.5 eV
Energy relative to the best compared isomer or geometry (same formula, charge and spin): 342.70 kJ/mol
SMILES: CC#CCCO

XYZ file:
```
14
Properties=species:S:1:pos:R:3:forces:R:3:mulliken_charge:R:1
C 2.1925 0.4527 -0.4091 0.42 0.15 0.07 -1.155
C 1.2667 -0.5964 -0.0740 0.03 -0.38 0.27 0.237
C 0.2689 -1.2814 0.0567 0.49 0.62 -0.59 -0.285
C -0.9544 -0.6398 -0.5649 -0.37 -0.05 -0.13 -0.176
C -1.7789 -0.0205 0.5450 -0.55 -0.22 -0.13 -0.446
O -1.0487 0.9237 1.2993 0.18 -0.07 0.18 -0.520
H 1.8829 1.3897 0.0699 0.21 -0.21 0.05 0.274
H 3.1758 0.1494 -0.0667 0.41 0.34 -0.08 0.342
H 2.2076 0.6244 -1.4953 0.10 -0.23 0.25 0.299
H -0.5848 0.1799 -1.1951 -0.44 -0.17 -0.15 0.186
H -1.5134 -1.3334 -1.1944 -0.22 0.02 0.25 0.331
H -2.6118 0.5315 0.1068 -0.05 -0.05 0.08 0.315
H -2.1699 -0.8313 1.1719 -0.07 0.18 0.09 0.269
H -0.3326 0.4517 1.7500 -0.15 0.07 -0.17 0.330
```
Positions in Å, forces in eV/Å.



# 5
ORCA calculation (ωB97M-V with the def2-TZVPD basis set) on C5H8O as an isolated structure.

Results
Gap between HOMO and LUMO: 0.361 hartree
HOMO: -8.8 eV
Energy relative to the best compared isomer or geometry (same formula, charge and spin): 249.96 kJ/mol

XYZ file:
```
14
Properties=species:S:1:pos:R:3:forces:R:3:mulliken_charge:R:1
C 0.1846 1.3176 -1.0558 0.16 -0.10 0.06 -1.360
C -0.0923 0.1894 -0.0828 0.68 -0.30 -0.06 0.755
C 0.0928 0.1892 1.4004 -0.14 0.10 0.34 -0.617
C 0.8193 -0.8714 0.6516 0.36 0.44 -0.31 -0.195
O 0.0462 -1.9558 0.1971 -0.54 -0.17 0.25 -0.428
C -0.9106 -1.0544 -0.4097 -0.14 -0.28 -0.07 -0.496
H 1.1875 1.7106 -0.8693 -0.07 0.03 -0.05 0.314
H -0.5053 2.1753 -1.0190 0.00 -0.41 0.26 0.292
H 0.1662 0.9431 -2.0869 0.06 0.01 0.20 0.349
H 0.7863 0.9600 1.7320 -0.14 -0.07 0.12 0.276
H -0.7141 -0.0345 2.0926 -0.09 0.03 -0.05 0.219
H 1.8551 -1.1279 0.9015 -0.19 0.48 -0.64 0.380
H -1.8641 -1.1837 0.1127 -0.09 0.34 -0.22 0.223
H -1.0322 -1.2404 -1.4825 0.14 -0.10 0.18 0.289
```
Positions in Å, forces in eV/Å.



# 6
ORCA calculation (ωB97M-V with the def2-TZVPD basis set) on a 2-piece molecular cluster, C5H8O overall at a distorted geometry.

Results
Gap between HOMO and LUMO: 0.372 hartree
HOMO: -9.4 eV
Energy relative to the best compared isomer or geometry (same formula, charge and spin): 351.30 kJ/mol
SMILES: C=C1CC1.C=O

XYZ file:
```
14
Properties=species:S:1:pos:R:3:forces:R:3:mulliken_charge:R:1
C 1.4662 -0.4520 -0.5332 0.18 -0.08 -0.23 -0.528
C 1.3597 0.3168 0.7955 0.14 0.18 0.19 -0.481
C 0.3131 0.3814 -0.2173 0.37 0.72 -0.39 0.196
C -0.6459 1.1308 -0.7225 0.49 0.23 -0.09 -0.595
O -2.6727 -0.3510 -0.1477 -0.26 -0.84 0.56 -0.473
C -1.7407 -0.8756 0.4106 -0.87 -0.29 0.11 -0.055
H 2.0921 -0.0608 -1.3279 0.20 -0.15 0.14 0.226
H 1.4433 -1.5398 -0.4642 -0.16 0.24 0.01 0.211
H 1.2688 -0.2881 1.6986 -0.14 0.10 -0.24 0.221
H 1.9106 1.2420 0.9243 0.21 -0.18 0.08 0.234
H -1.1549 1.8840 -0.1268 0.10 -0.12 -0.05 0.279
H -1.0409 0.9471 -1.7176 0.09 0.02 0.13 0.267
H -1.3827 -0.5793 1.4187 -0.23 0.07 -0.14 0.257
H -1.2100 -1.7574 -0.0044 -0.11 0.11 -0.09 0.242
```
Positions in Å, forces in eV/Å.



# 7
ORCA calculation (ωB97M-V with the def2-TZVPD basis set) on a 2-piece molecular cluster, C5H8O overall.

Results
Gap between HOMO and LUMO: 0.373 hartree
HOMO: -9.5 eV
Energy relative to the best compared isomer or geometry (same formula, charge and spin): 430.59 kJ/mol

XYZ file:
```
14
Properties=species:S:1:pos:R:3:forces:R:3:mulliken_charge:R:1
C 1.7489 -0.4884 0.4194 -0.02 -0.05 0.00 -1.052
C 0.8297 0.5910 0.9159 0.06 0.00 -0.29 0.291
C -1.2970 -0.4086 -1.5868 -0.12 0.07 0.09 -0.503
C -2.0304 0.2487 -0.6954 0.08 -0.08 -0.13 -0.528
C -0.2144 0.3170 1.9474 0.46 0.18 0.10 -0.340
O 0.8848 0.8665 2.3525 -0.30 -0.13 0.13 -0.172
H 2.7941 -0.2555 0.6514 -0.14 -0.01 -0.04 0.316
H 1.5041 -1.4574 0.8664 0.04 0.14 -0.04 0.309
H 1.6498 -0.5774 -0.6670 0.00 0.02 0.16 0.282
H 0.7422 1.5006 0.3263 -0.01 -0.14 0.11 0.356
H -1.0009 0.0402 -2.5319 -0.07 -0.05 0.12 0.240
H -0.9638 -1.4285 -1.4054 -0.06 0.15 -0.02 0.265
H -2.3620 1.2701 -0.8700 0.04 -0.15 -0.02 0.256
H -2.3090 -0.1953 0.2566 0.03 0.05 -0.18 0.280
```
Positions in Å, forces in eV/Å.



# 8
ORCA calculation (ωB97M-V with the def2-TZVPD basis set) on one molecule with the formula C5H8O.

Results
Gap between HOMO and LUMO: 0.376 hartree
HOMO: -9.2 eV
Energy relative to the best compared isomer or geometry (same formula, charge and spin): 138.14 kJ/mol
SMILES: C1=CCOCC1

XYZ file:
```
14
Properties=species:S:1:pos:R:3:forces:R:3:mulliken_charge:R:1
C -0.9948 -1.0173 -0.3385 0.07 0.01 0.02 -0.338
C -1.2853 0.4676 -0.0254 0.32 0.06 0.05 -0.529
C -0.0559 1.2962 0.2658 -0.03 -0.09 0.00 -0.337
C 1.1767 0.7974 0.3028 -0.27 -0.07 -0.06 -0.280
C 1.4690 -0.6502 0.0272 0.11 0.40 0.09 -0.408
O 0.3649 -1.4806 -0.2706 -0.05 0.15 0.02 -0.415
H -1.5545 -1.6584 0.3539 0.07 0.15 -0.09 0.246
H -1.3536 -1.2565 -1.3483 0.13 0.08 0.16 0.243
H -1.8231 0.9412 -0.8622 0.14 -0.23 0.17 0.292
H -1.9589 0.5536 0.8415 0.16 -0.11 -0.21 0.281
H -0.2747 2.3471 0.4549 0.33 -0.14 0.02 0.353
H 2.0670 1.3954 0.5292 -0.47 -0.04 -0.08 0.339
H 2.0009 -1.0595 0.9062 -0.24 -0.03 -0.24 0.277
H 2.1920 -0.6877 -0.8097 -0.29 -0.13 0.15 0.275
```
Positions in Å, forces in eV/Å.



# 9
ORCA calculation (ωB97M-V with the def2-TZVPD basis set) on C5H8O as an isolated structure at a distorted geometry.

Results
Gap between HOMO and LUMO (alpha / beta): 0.317 / 0.297 hartree
HOMO (alpha / beta): -7.8 / -7.5 eV
Energy relative to the best compared isomer or geometry (same formula, charge and spin): 432.25 kJ/mol

XYZ file:
```
14
Properties=species:S:1:pos:R:3:forces:R:3:mulliken_charge:R:1
C -0.8665 -0.6433 0.4507 0.03 -0.03 0.08 -0.597
C -1.2183 0.8500 0.4120 -0.13 0.04 0.09 -1.048
C 0.8072 -0.1202 -1.4145 -0.52 -0.49 -0.55 -0.376
O 1.7534 0.6585 -0.9037 0.95 0.94 -0.06 -0.233
C 1.5888 0.1978 0.3763 0.27 -0.36 0.12 -0.554
C 0.5470 -0.7948 -0.1085 -0.24 -0.33 0.17 0.197
H -0.8891 -1.0295 1.4764 0.04 0.08 -0.15 0.332
H -1.5767 -1.2495 -0.1255 0.15 0.11 0.07 0.339
H -1.8163 1.1719 1.2657 -0.10 -0.12 -0.07 0.355
H -1.7509 1.1237 -0.5030 0.11 0.00 0.14 0.277
H 0.2432 0.1906 -2.2874 0.02 -0.02 0.21 0.353
H -0.2676 1.3945 0.4821 -0.37 0.18 -0.10 0.314
H 2.4898 0.0633 0.9663 -0.05 -0.04 -0.04 0.231
H 0.9559 -1.8130 -0.0869 -0.15 0.05 0.10 0.410
```
Positions in Å, forces in eV/Å.



# 10
ORCA calculation (ωB97M-V with the def2-TZVPD basis set) on C5H8O as an isolated structure at a distorted geometry.

Results
Gap between HOMO and LUMO: 0.347 hartree
HOMO: -8.4 eV
Energy relative to the best compared isomer or geometry (same formula, charge and spin): 478.42 kJ/mol

XYZ file:
```
14
Properties=species:S:1:pos:R:3:forces:R:3:mulliken_charge:R:1
C 1.4345 -0.0165 -0.4803 0.28 0.12 -0.08 -0.733
C 0.5362 0.2942 0.6921 0.08 0.01 0.21 -0.226
C -0.8091 0.9661 0.4506 -0.03 -0.16 0.04 -0.450
C -1.5915 0.0749 -0.5060 0.66 -0.39 -0.04 -0.753
O -0.5394 -1.3603 -0.6818 0.22 0.17 -0.22 -0.420
C 0.5740 -1.0803 0.1121 0.27 -0.05 0.04 0.058
H 1.1369 0.3353 -1.4664 0.03 -0.07 0.20 0.216
H 2.5022 -0.0654 -0.3091 -0.05 0.08 0.01 0.276
H 1.0111 0.4782 1.6500 -0.01 -0.04 -0.09 0.365
H -0.6719 1.9929 0.0728 -0.10 -0.32 -0.09 0.272
H -1.3226 1.0507 1.4162 0.05 -0.08 -0.15 0.311
H -1.5422 0.4627 -1.5326 -0.35 -0.43 0.31 0.195
H -1.5877 -1.1913 -0.1744 -1.03 1.01 -0.07 0.524
H 0.9741 -1.9367 0.6466 -0.01 0.13 -0.07 0.363
```
Positions in Å, forces in eV/Å.